Record 1
12 unconnected molecules or ions with the total composition C72H216N36O12P12 in a non-equilibrium geometry, computed with ωB97M-V with the def2-TZVPD basis set.

Summary:
HOMO level (eV): -7.840
Gap between HOMO and LUMO (Eh): 0.295
SMILES: CN(C)P(=O)(N(C)C)N(C)C.CN(C)P(=O)(N(C)C)N(C)C.CN(C)P(=O)(N(C)C)N(C)C.CN(C)P(=O)(N(C)C)N(C)C.CN(C)P(=O)(N(C)C)N(C)C.CN(C)P(=O)(N(C)C)N(C)C.CN(C)P(=O)(N(C)C)N(C)C.CN(C)P(=O)(N(C)C)N(C)C.CN(C)P(=O)(N(C)C)N(C)C.CN(C)P(=O)(N(C)C)N(C)C.CN(C)P(=O)(N(C)C)N(C)C.CN(C)P(=O)(N(C)C)N(C)C

Geometry as XYZ:
```
348
Properties=species:S:1:pos:R:3:lowdin_charge:R:1
O 3.4369 2.5118 4.4582 -0.32
P 4.6440 1.5816 4.4751 0.51
N 5.5380 1.7122 3.1108 -0.31
C 5.6317 2.9572 2.3789 -0.11
C 6.2695 0.6506 2.4325 -0.09
N 4.1176 0.0189 4.5708 -0.29
C 2.8648 -0.2797 3.8348 -0.06
C 4.7468 -1.0433 5.2660 -0.13
N 5.6601 1.8317 5.7330 -0.30
C 5.0196 2.0199 7.0485 -0.09
C 6.9171 2.5529 5.5842 -0.10
H 6.6856 2.9991 1.9725 0.10
H 5.3805 3.8365 2.9831 0.07
H 4.8496 2.9821 1.5895 0.07
H 6.2172 -0.3066 2.9090 0.07
H 7.3244 0.9114 2.4473 0.07
H 5.9955 0.5885 1.3605 0.07
H 2.0734 -0.4784 4.5659 0.06
H 2.6667 0.6870 3.3638 0.06
H 3.0573 -1.0133 3.0837 0.06
H 5.0636 -1.8615 4.6083 0.08
H 5.6532 -0.6953 5.8169 0.09
H 4.0305 -1.4884 5.9958 0.07
H 5.4289 1.3307 7.8197 0.09
H 5.2310 3.0007 7.4301 0.07
H 3.9343 1.9406 6.9711 0.06
H 7.4805 2.4632 6.5198 0.09
H 6.7962 3.5972 5.3371 0.08
H 7.5151 1.9996 4.7895 0.10
O -1.7854 -1.1246 7.5305 -0.27
P -0.3986 -0.7296 7.1887 0.44
N 0.2290 -1.2244 5.7895 -0.28
C -0.5210 -0.6523 4.6600 -0.11
C 0.2929 -2.6733 5.6641 -0.09
N 0.6031 -1.2538 8.3541 -0.28
C 0.1051 -2.3446 9.2646 -0.08
C 2.0414 -1.1996 8.2240 -0.12
N -0.2118 0.8955 7.0640 -0.29
C -1.0154 1.7265 7.9472 -0.09
C 0.8307 1.5342 6.4331 -0.14
H -1.1055 0.2378 4.8572 0.05
H -1.3561 -1.2984 4.3298 0.08
H 0.0917 -0.5204 3.7759 0.07
H 0.4653 -3.0618 4.6408 0.07
H -0.6918 -3.0820 5.9148 0.09
H 1.1468 -3.0285 6.2539 0.08
H -0.9362 -2.3861 9.3271 0.04
H 0.5752 -3.2970 9.0872 0.07
H 0.4416 -2.1551 10.3294 0.10
H 2.3991 -0.8759 9.2473 0.10
H 2.4784 -2.1863 7.9828 0.08
H 2.3049 -0.4707 7.4477 0.06
H -1.8745 1.1692 8.3414 0.08
H -0.5234 2.1376 8.8062 0.07
H -1.4224 2.6116 7.4481 0.08
H 0.4258 2.3955 5.9199 0.07
H 1.3343 0.9163 5.7548 0.04
H 1.5828 1.9137 7.1402 0.09
O 1.9635 6.2747 -4.8125 -0.30
P 2.1750 4.7999 -4.7447 0.50
N 1.3165 4.2463 -3.4311 -0.27
C 0.9131 2.8620 -3.1766 -0.13
C 1.5798 5.1361 -2.2972 -0.10
N 3.7627 4.4510 -4.5641 -0.31
C 4.6848 5.4535 -4.1063 -0.12
C 4.2103 3.1196 -4.1332 -0.10
N 1.6495 3.7697 -5.9799 -0.29
C 2.5422 3.4554 -7.1412 -0.09
C 0.2767 4.1194 -6.3859 -0.10
H 0.5489 2.3244 -4.0552 0.06
H 0.1069 2.8693 -2.4450 0.06
H 1.7331 2.2084 -2.8117 0.05
H 0.9299 4.8973 -1.4849 0.06
H 1.4301 6.1482 -2.6142 0.06
H 2.6435 5.0766 -1.9747 0.08
H 5.6758 5.2898 -4.4953 0.07
H 4.2684 6.3954 -4.3779 0.06
H 4.8707 5.4152 -2.9952 0.09
H 4.6077 3.0663 -3.1273 0.06
H 3.3560 2.4002 -4.1745 0.08
H 4.9965 2.7975 -4.8153 0.08
H 2.2532 4.0667 -8.0529 0.10
H 3.5915 3.7114 -6.8426 0.08
H 2.4952 2.3827 -7.3289 0.06
H -0.0907 3.3284 -6.9846 0.07
H 0.3237 5.0709 -6.8788 0.08
H -0.2955 4.2472 -5.4703 0.05
O -4.1454 2.9919 -0.7611 -0.26
P -4.0380 4.3595 -1.2459 0.50
N -3.5365 4.6884 -2.7788 -0.28
C -4.4193 4.1111 -3.8800 -0.06
C -2.1045 4.6322 -3.0963 -0.11
N -2.8879 5.0997 -0.2558 -0.28
C -2.9372 4.5671 1.1240 -0.11
C -2.8688 6.5319 -0.2112 -0.14
N -5.4860 5.2428 -1.3094 -0.28
C -5.7657 6.4668 -2.0696 -0.10
C -6.3504 4.9516 -0.1891 -0.13
H -3.9357 3.1888 -4.2601 0.08
H -4.4829 4.9157 -4.6011 0.08
H -5.4017 3.8961 -3.5054 0.06
H -1.8077 5.5752 -3.5661 0.09
H -1.8298 3.8175 -3.8241 0.08
H -1.4892 4.5999 -2.1956 0.06
H -3.9141 4.7171 1.6132 0.08
H -2.8162 3.4968 1.1242 0.05
H -2.1688 5.1404 1.6158 0.06
H -1.9995 6.8355 0.3260 0.07
H -2.6697 6.9549 -1.1954 0.08
H -3.6895 7.0373 0.3090 0.09
H -6.3795 6.2406 -2.9455 0.07
H -6.3192 7.2257 -1.5104 0.08
H -4.8557 6.9185 -2.4797 0.07
H -6.4772 5.7852 0.5155 0.09
H -5.8594 4.1772 0.3757 0.03
H -7.3458 4.6464 -0.4114 0.07
O -2.0229 -3.0574 -5.9942 -0.28
P -1.6197 -1.6308 -6.0766 0.47
N -0.1108 -1.4741 -6.7090 -0.29
C 0.7022 -2.6613 -6.6520 -0.13
C 0.7490 -0.3100 -6.4120 -0.09
N -1.7684 -0.8990 -4.5974 -0.28
C -1.4834 -1.7513 -3.4302 -0.08
C -1.8186 0.5256 -4.3627 -0.11
N -2.4043 -0.6415 -7.1229 -0.29
C -2.0858 -0.7028 -8.5587 -0.08
C -3.7709 -0.5457 -6.7589 -0.15
H 1.2381 -2.7037 -5.6652 0.08
H 1.4506 -2.6013 -7.4433 0.08
H 0.1465 -3.5475 -6.8399 0.05
H 0.3071 0.6163 -6.7066 0.05
H 1.7013 -0.3960 -6.9488 0.08
H 0.9479 -0.1929 -5.3137 0.09
H -0.6873 -1.3122 -2.8236 0.05
H -2.3369 -1.8863 -2.7719 0.06
H -1.1547 -2.7351 -3.7873 0.06
H -0.9253 0.8564 -3.8291 0.04
H -1.8960 1.1249 -5.2474 0.07
H -2.6480 0.6105 -3.6164 0.08
H -2.0482 -1.6922 -8.9456 0.07
H -2.9060 -0.2432 -9.0752 0.07
H -1.2235 -0.0918 -8.8226 0.08
H -3.8508 -0.6208 -5.6624 0.05
H -4.3272 -1.2753 -7.2841 0.08
H -4.2646 0.4111 -7.0029 0.09
O -2.5562 -7.3984 0.8092 -0.30
P -2.1432 -5.9758 0.9275 0.48
N -0.8670 -5.8226 1.9445 -0.29
C -0.1726 -4.5501 2.1485 -0.13
C -0.6212 -6.8304 2.9544 -0.10
N -3.4654 -5.0865 1.3461 -0.27
C -4.5268 -5.9226 2.0141 -0.09
C -3.2727 -3.6676 1.6649 -0.10
N -1.4977 -5.1813 -0.3920 -0.27
C -0.2419 -5.6569 -0.9273 -0.13
C -2.4912 -4.6521 -1.3640 -0.08
H 0.9164 -4.6635 2.2645 0.09
H -0.5645 -3.9997 3.0219 0.06
H -0.2795 -3.8519 1.3061 0.04
H -1.0538 -6.5070 3.9139 0.09
H 0.4046 -7.1246 3.0036 0.07
H -1.1653 -7.7160 2.6163 0.07
H -4.6134 -5.8701 3.0972 0.07
H -5.4975 -5.4846 1.6361 0.07
H -4.5021 -6.9706 1.5832 0.09
H -4.2382 -3.1024 1.5534 0.08
H -2.9231 -3.5462 2.6777 0.07
H -2.5418 -3.2756 0.9210 0.05
H 0.5081 -5.5936 -0.1279 0.07
H -0.3146 -6.7338 -1.1143 0.08
H 0.1235 -5.2701 -1.8660 0.04
H -2.0265 -4.5299 -2.3498 0.07
H -2.8191 -3.6155 -1.0985 0.07
H -3.3167 -5.3084 -1.4963 0.06
O 0.8531 0.2133 -2.3371 -0.31
P 0.9443 -0.0025 -0.8635 0.55
N 1.8585 -1.3622 -0.5324 -0.24
C 1.8457 -2.5637 -1.3890 -0.08
C 2.2001 -1.7380 0.8154 -0.13
N -0.6459 -0.0646 -0.2485 -0.25
C -1.0271 -1.1559 0.6318 -0.11
C -1.6454 0.9650 -0.5670 -0.09
N 1.7618 1.1110 0.0008 -0.29
C 1.2253 1.8373 1.1279 -0.09
C 3.1501 1.3186 -0.3911 -0.10
H 1.0093 -3.2406 -1.1400 0.07
H 2.7136 -3.1447 -1.1870 0.06
H 1.6706 -2.2500 -2.3890 0.05
H 3.2433 -2.0017 0.9837 0.08
H 1.6093 -2.5799 1.2779 0.08
H 2.0647 -0.8844 1.4778 0.04
H -0.4714 -1.0901 1.5285 0.05
H -2.0809 -0.9995 0.9332 0.06
H -0.9375 -2.0747 0.1240 0.04
H -1.2181 1.9521 -0.6465 0.06
H -2.1449 0.8587 -1.5280 0.04
H -2.4574 0.8893 0.1888 0.07
H 0.7988 1.1428 1.8754 0.07
H 2.1118 2.3039 1.5939 0.08
H 0.4705 2.5763 0.8645 0.07
H 3.4906 0.7267 -1.1913 0.03
H 3.8874 1.2421 0.4067 0.06
H 3.2126 2.3830 -0.7381 0.09
O 5.1158 -0.9208 -1.1599 -0.26
P 6.1348 -1.2039 -2.1626 0.46
N 5.5840 -1.7724 -3.6531 -0.28
C 6.4398 -2.5542 -4.6079 -0.10
C 4.4169 -1.2510 -4.3633 -0.11
N 7.2106 -2.3761 -1.7105 -0.29
C 8.2562 -1.9567 -0.7826 -0.11
C 6.5483 -3.6488 -1.2667 -0.09
N 7.0334 0.1066 -2.5805 -0.29
C 8.0147 -0.0242 -3.6985 -0.07
C 7.1555 1.2894 -1.7353 -0.09
H 7.0141 -1.8716 -5.2455 0.06
H 5.9016 -3.2674 -5.2151 0.07
H 7.1612 -3.0900 -3.9768 0.07
H 3.7335 -2.0715 -4.7135 0.07
H 4.7452 -0.6189 -5.2382 0.09
H 3.9013 -0.5923 -3.6345 0.08
H 7.7494 -1.6846 0.1886 0.10
H 9.0582 -2.6490 -0.6522 0.08
H 8.7668 -1.0509 -1.0937 0.06
H 6.6594 -4.4790 -1.9723 0.08
H 7.0627 -4.0502 -0.3803 0.08
H 5.4945 -3.5192 -1.0336 0.05
H 7.3872 -0.0796 -4.5543 0.05
H 8.6154 0.8509 -3.7113 0.07
H 8.6165 -0.9484 -3.6360 0.09
H 6.5622 1.1520 -0.8539 0.05
H 6.7734 2.1450 -2.2840 0.07
H 8.1817 1.4146 -1.4442 0.07
O 3.0032 -8.4561 -3.4750 -0.28
P 2.5179 -7.2651 -4.1935 0.52
N 3.3038 -5.9222 -3.5142 -0.29
C 3.3768 -5.9565 -2.0532 -0.08
C 3.1762 -4.6635 -4.1661 -0.16
N 0.8863 -7.1318 -4.1811 -0.31
C 0.0277 -8.2627 -3.7819 -0.09
C 0.1826 -5.9415 -4.6047 -0.11
N 2.9283 -7.0859 -5.8383 -0.31
C 4.2873 -6.8406 -6.2663 -0.11
C 2.2140 -8.0440 -6.6417 -0.13
H 3.5211 -6.9870 -1.6987 0.08
H 2.3697 -5.7285 -1.7020 0.06
H 4.1724 -5.3041 -1.7216 0.06
H 2.9380 -4.7303 -5.2252 0.07
H 4.0756 -4.0853 -3.9852 0.05
H 2.3794 -3.9884 -3.6649 0.09
H -0.9884 -7.8744 -3.7767 0.08
H 0.0750 -9.1473 -4.4661 0.09
H 0.2325 -8.5192 -2.7320 0.08
H -0.1774 -5.1664 -3.8390 0.08
H 0.8312 -5.3828 -5.3092 0.06
H -0.6680 -6.1487 -5.2181 0.08
H 4.7963 -6.2630 -5.4874 0.07
H 4.7160 -7.8456 -6.3109 0.09
H 4.4484 -6.3503 -7.2035 0.07
H 1.9451 -7.5960 -7.6492 0.11
H 1.3614 -8.2802 -6.0542 0.03
H 2.6319 -9.0409 -6.7553 0.08
O -8.6431 -1.2163 -2.1630 -0.31
P -7.1745 -1.5370 -2.1424 0.56
N -6.6942 -2.9399 -1.2930 -0.31
C -6.9504 -4.1954 -1.9771 -0.12
C -7.1979 -2.8875 0.0841 -0.12
N -6.2892 -0.3419 -1.4214 -0.29
C -4.8315 -0.3956 -1.2189 -0.09
C -6.8415 1.0218 -1.5536 -0.09
N -6.5906 -1.8072 -3.7293 -0.29
C -7.4041 -1.4474 -4.9117 -0.10
C -5.2258 -2.2568 -3.9818 -0.12
H -6.1121 -4.8552 -1.6260 0.09
H -6.8304 -4.1211 -3.0783 0.08
H -7.9319 -4.5869 -1.6767 0.08
H -8.2180 -3.2712 0.0466 0.08
H -7.2734 -1.8457 0.4416 0.07
H -6.4798 -3.4392 0.7520 0.07
H -4.4088 0.4005 -1.8083 0.05
H -4.6294 -0.3425 -0.1197 0.08
H -4.4349 -1.3633 -1.5000 0.05
H -6.5940 1.6291 -0.6842 0.05
H -6.3406 1.4784 -2.4139 0.07
H -7.9222 1.0172 -1.7542 0.08
H -8.3353 -1.0162 -4.5900 0.06
H -6.8419 -0.7565 -5.5601 0.07
H -7.6150 -2.3074 -5.5927 0.09
H -4.4813 -1.4345 -3.9609 0.06
H -5.2179 -2.7990 -4.8997 0.08
H -4.8977 -2.9830 -3.2441 0.06
O -3.5255 -0.0720 2.0344 -0.33
P -4.3166 0.0989 3.3289 0.60
N -5.8239 0.7995 3.0133 -0.31
C -5.8796 1.8715 2.0480 -0.14
C -6.9033 0.7456 3.9768 -0.12
N -3.4889 1.1383 4.3266 -0.26
C -2.3797 1.9222 3.7826 -0.11
C -3.9287 1.5924 5.6464 -0.07
N -4.6008 -1.2753 4.2278 -0.29
C -5.6374 -2.1946 3.8957 -0.16
C -3.9908 -1.5177 5.5647 -0.07
H -5.6250 2.9163 2.4928 0.10
H -6.8936 2.0982 1.6993 0.08
H -5.1685 1.6830 1.1794 0.07
H -6.9828 1.6599 4.5174 0.07
H -6.6940 -0.0770 4.7137 0.07
H -7.8637 0.4752 3.4728 0.10
H -1.6079 2.0020 4.5308 0.05
H -1.9889 1.4201 2.9291 0.06
H -2.6097 2.9486 3.4211 0.08
H -4.6656 0.9147 6.0729 0.07
H -3.0530 1.6650 6.2630 0.05
H -4.3567 2.5765 5.6261 0.08
H -6.5023 -2.2845 4.6420 0.11
H -6.0864 -1.8641 2.9208 0.09
H -5.3015 -3.2049 3.8707 0.05
H -4.5452 -0.9034 6.2660 0.07
H -2.9111 -1.4212 5.5423 0.03
H -4.1267 -2.5660 5.7751 0.09
O 1.0343 8.0705 3.8478 -0.32
P 0.9569 6.7457 4.5801 0.51
N 0.7430 5.4809 3.4914 -0.28
C 0.2761 4.1853 3.8574 -0.16
C 1.3715 5.5354 2.1285 -0.06
N -0.3908 6.5873 5.5367 -0.31
C -1.6922 6.4322 5.0020 -0.14
C -0.4770 6.9379 6.9818 -0.07
N 2.2177 6.4621 5.5680 -0.30
C 3.5121 7.1055 5.1267 -0.08
C 2.3636 5.1027 6.0612 -0.12
H -0.2584 4.2710 4.7757 0.05
H 1.2174 3.6453 4.0403 0.06
H -0.2507 3.6655 3.0638 0.07
H 0.5736 5.2287 1.4431 0.06
H 2.2863 4.8828 2.0263 0.09
H 1.6098 6.5599 1.9321 0.06
H -2.3853 5.9596 5.6534 0.07
H -2.0437 7.4519 4.7616 0.10
H -1.7410 5.8353 4.0774 0.07
H 0.5166 7.1110 7.4003 0.08
H -0.9097 7.8937 7.0884 0.06
H -1.0241 6.1488 7.5067 0.08
H 4.0610 7.6564 5.8975 0.07
H 4.1565 6.3040 4.6438 0.09
H 3.2478 7.8256 4.3402 0.06
H 1.4083 4.5410 6.1429 0.07
H 2.8083 5.2660 7.0552 0.09
H 2.9230 4.4832 5.3729 0.04
```

Record 2
A molecular structure, C28H28N6RuS4 in a non-equilibrium geometry, computed with ωB97M-V with the def2-TZVPD basis set.

Summary:
Spin multiplicity: 2
HOMO level (spin up / spin down) (eV): -4.312 / -4.285
⟨S²⟩: 0.80
Gap between HOMO and LUMO (spin up / spin down) (Eh): 0.207 / 0.207
Charge: -1

Geometry as XYZ:
```
67
Properties=species:S:1:pos:R:3:lowdin_spin:R:1
Ru -0.2196 -0.3457 0.1866 0.96
C -1.8508 -5.5126 -0.8273 0.00
S -3.2034 -4.5324 -0.0991 0.00
C -2.3154 -3.0009 0.0528 0.00
S -0.9336 -2.9934 1.0650 -0.02
N -2.8173 -2.0227 -0.6159 0.00
N -2.2707 -0.8220 -0.6174 0.04
C -2.9407 0.0975 -1.3233 0.00
C -2.5205 1.4232 -1.3774 0.00
C -3.2979 2.4297 -2.0148 0.00
C -2.8530 3.7203 -2.0255 0.00
C -1.6327 4.0227 -1.4027 0.00
C -0.9305 2.9926 -0.7998 0.00
N -1.3353 1.7381 -0.7735 0.05
H -2.1611 -6.5517 -0.8331 0.00
H -0.9682 -5.3745 -0.2103 0.00
H -1.6672 -5.1593 -1.8389 0.00
H -3.8541 -0.2146 -1.8212 0.00
H -4.2423 2.1526 -2.4613 0.00
H -3.4330 4.5009 -2.5009 0.00
H -1.2448 5.0283 -1.3797 0.00
H 0.0084 3.1949 -0.2988 0.00
C -2.7053 0.7027 2.2302 0.00
C -1.5488 0.2536 3.0654 0.00
C -1.5813 0.4858 4.4520 0.00
C -0.5372 0.0814 5.2314 0.00
C 0.5553 -0.5805 4.6382 0.00
C 1.6278 -1.0753 5.4004 0.01
C 2.6738 -1.7163 4.7855 0.00
C 2.7129 -1.8181 3.4012 0.00
C 1.6909 -1.3134 2.6097 -0.01
S 1.9103 -1.3891 0.8960 -0.04
C 0.5464 -0.7274 3.2229 0.00
N -0.5155 -0.3252 2.4823 0.00
H -3.5949 0.8302 2.8476 0.00
H -2.9110 -0.0270 1.4460 0.00
H -2.4757 1.6576 1.7497 0.00
H -2.4348 0.9907 4.8791 0.00
H -0.5345 0.2582 6.2978 0.00
H 1.6006 -0.9551 6.4744 0.00
H 3.4901 -2.1160 5.3694 0.00
H 3.5520 -2.2834 2.9053 0.00
C 1.7253 2.3276 -3.3165 0.00
N 2.8209 1.7254 -2.5848 0.00
C 3.6699 2.7274 -1.9806 0.00
C 2.3261 0.7790 -1.5939 0.00
C 1.6569 -0.4085 -2.2369 0.00
C 2.2246 -0.9243 -3.3957 0.00
C 1.6594 -2.0017 -4.0487 0.00
C 0.5310 -2.5898 -3.5059 0.00
C -0.0124 -2.1069 -2.3257 0.00
C 0.5143 -0.9918 -1.6752 -0.02
H 2.1198 3.0582 -4.0233 0.00
H 0.9988 2.8312 -2.6590 0.00
H 1.1990 1.5519 -3.8717 0.00
H 4.0964 3.3498 -2.7679 0.00
H 4.4828 2.2411 -1.4422 0.00
H 3.1297 3.3737 -1.2730 0.00
H 1.6214 1.2592 -0.8911 0.00
H 3.1820 0.4220 -1.0082 0.00
H 3.1118 -0.4422 -3.7803 0.00
H 2.1006 -2.3805 -4.9615 0.00
H 0.0778 -3.4421 -3.9919 0.00
H -0.8695 -2.6343 -1.9293 0.00
S 1.0896 2.9247 3.5122 0.01
C 0.9161 2.1044 2.1518 0.01
N 0.7905 1.5423 1.1311 0.01
```

Record-wise E values, in Ha: -9843.7542 -3099.9855